(1)
Formula: H3IP2S2
Source: the OMol25 dataset
Level of theory: the ωB97M-V functional and the def2-TZVPD basis

The geometry in XYZ format:
```
8
Properties=species:S:1:pos:R:3:mulliken_spin:R:1
P 0.869 -1.275 1.295 0.429
P 0.323 0.205 -0.200 0.569
S 2.091 -0.875 -0.446 0.678
S 0.999 1.891 0.991 0.219
I -3.194 0.128 -0.037 0.030
H 0.069 -2.377 0.631 0.034
H -2.490 0.728 -1.433 0.008
H 2.119 2.510 0.607 0.033
```

Calculated values
- ⟨S²⟩: 2.018
- E_HOMO (spin up / spin down): -5.03 / -9.02 eV
- Energy above the lowest of the compared OMol25 structures with the same formula, charge and spin: 29.02 kcal/mol
- Spin multiplicity: 3
- Energy: -48393.2093 eV
- Strongest force on any atom: 3.40 eV/Å

(2)
Formula: C23H33Cl5O6P2PdSTe
Source: the OMol25 dataset
Level of theory: the ωB97M-V functional and the def2-TZVPD basis

The geometry in XYZ format:
```
72
Properties=species:S:1:pos:R:3:lowdin_charge:R:1
Pd 1.151 0.352 -0.197 0.597
Cl 3.087 1.818 2.208 0.669
C 1.776 0.759 2.720 -0.643
C 1.044 0.116 1.743 -0.436
C 0.076 -0.775 2.165 -0.714
Cl -0.759 -1.631 0.915 0.741
C -0.187 -0.995 3.514 -0.691
Cl -1.403 -2.094 3.978 0.769
C 0.561 -0.307 4.478 -0.689
Cl 0.257 -0.554 6.138 0.763
C 1.569 0.573 4.082 -0.697
Cl 2.523 1.409 5.228 0.758
C -1.426 -0.384 -4.416 -0.029
C -0.461 0.579 -5.063 -0.398
C -0.953 1.157 -6.367 -0.026
O -0.274 1.737 -4.143 -0.169
P 0.902 1.803 -3.131 0.456
O 1.074 0.573 -2.293 -0.394
C 0.560 3.291 -2.180 -0.204
P -0.610 3.126 -0.815 0.456
O -0.437 1.854 -0.053 -0.320
O -1.996 3.245 -1.515 -0.176
C -3.227 2.659 -0.913 -0.395
C -3.395 1.270 -1.479 -0.033
C -4.362 3.591 -1.253 -0.027
O -0.358 4.312 0.166 -0.157
C -0.359 5.775 -0.027 -0.385
C 1.030 6.224 -0.425 -0.040
C -1.435 6.238 -0.981 -0.033
O 2.253 2.054 -3.882 -0.175
C 2.388 3.019 -4.997 -0.417
C 2.906 2.251 -6.189 -0.025
C 3.314 4.120 -4.538 -0.028
H -1.557 -1.250 -5.065 0.101
H -2.397 0.090 -4.278 0.082
H -1.052 -0.730 -3.453 0.076
H 0.520 0.116 -5.190 0.138
H -1.905 1.665 -6.219 0.098
H -1.101 0.353 -7.087 0.101
H -0.237 1.863 -6.786 0.078
H 0.219 4.077 -2.858 0.095
H 1.512 3.615 -1.751 0.083
H -3.065 2.618 0.166 0.143
H -3.543 1.322 -2.558 0.084
H -4.273 0.800 -1.035 0.100
H -2.526 0.650 -1.262 0.067
H -4.444 3.710 -2.334 0.098
H -4.232 4.571 -0.797 0.074
H -5.296 3.169 -0.882 0.099
H -0.584 6.130 0.978 0.150
H 1.245 5.997 -1.471 0.070
H 1.786 5.763 0.212 0.088
H 1.106 7.304 -0.304 0.100
H -1.264 5.878 -1.997 0.083
H -1.424 7.328 -1.009 0.104
H -2.423 5.918 -0.659 0.074
H 1.391 3.415 -5.208 0.135
H 3.881 1.818 -5.967 0.097
H 3.013 2.924 -7.040 0.102
H 2.224 1.450 -6.472 0.075
H 4.297 3.714 -4.298 0.095
H 2.921 4.639 -3.663 0.070
H 3.435 4.853 -5.335 0.101
Te 3.646 0.481 -0.005 1.435
C 4.184 -1.228 0.886 -0.965
C 5.507 -1.605 1.124 -0.183
C 5.595 -2.870 1.703 -0.121
C 4.351 -3.435 1.903 -0.322
S 3.077 -2.438 1.422 1.041
H 6.359 -0.989 0.869 0.119
H 6.520 -3.364 1.960 0.129
H 4.141 -4.407 2.324 0.098
```

Calculated values
- Total charge: +2
- E_HOMO: -14.12 eV
- Energy: -139459.7888 eV
- Strongest force on any atom: 0.66 eV/Å

(3)
Formula: C4H6PS2
Source: the OMol25 dataset
Level of theory: the ωB97M-V functional and the def2-TZVPD basis

The geometry in XYZ format:
```
13
Properties=species:S:1:pos:R:3:lowdin_charge:R:1
C 0.329 -0.208 -0.451 -0.272
C 1.071 -0.472 0.697 -0.147
C -1.029 -0.306 -0.569 -0.472
C 2.452 -0.087 0.637 -0.394
P -2.172 0.284 0.613 0.676
S -3.962 -0.275 -0.186 0.449
S 2.922 1.326 -0.178 0.951
H 0.820 0.013 -1.391 0.099
H 0.549 -1.096 1.495 0.148
H -1.421 -0.815 -1.508 0.097
H 3.301 -0.439 1.231 0.083
H -4.608 0.636 0.551 -0.169
H 1.748 1.440 -0.941 -0.049
```

Calculated values
- Total charge: +1
- E_HOMO (spin up / spin down): -12.75 / -12.75 eV
- Energy above the lowest of the compared OMol25 structures with the same formula, charge and spin: 10.96 kcal/mol
- Energy: -35195.1138 eV
- Strongest force on any atom: 3.70 eV/Å

(4)
Formula: C43H106BaCuN7O17
Source: the OMol25 dataset
Level of theory: the ωB97M-V functional and the def2-TZVPD basis

The geometry in XYZ format:
```
175
Properties=species:S:1:pos:R:3:lowdin_charge:R:1
Cu 4.275 1.478 -0.654 0.793
Ba 0.770 4.420 -2.833 2.007
O 0.315 -0.048 -1.007 0.089
C 1.338 0.649 -1.589 -0.738
O 2.488 0.172 -1.340 -0.062
O 1.147 1.784 -2.098 -0.178
H 0.918 -0.731 -0.641 0.104
C -0.578 7.211 4.503 -0.069
O -0.615 5.807 4.154 -0.231
C -1.852 5.206 4.508 -0.235
C -1.764 3.706 4.258 -0.198
N -1.006 2.995 5.320 -0.050
C -0.834 1.572 5.033 -0.213
C -2.001 0.796 4.425 -0.207
O -2.180 0.909 3.025 -0.175
C -1.188 0.244 2.292 -0.129
H -1.243 7.709 3.797 0.086
H 0.458 7.483 4.309 0.084
H -0.812 7.290 5.562 0.094
H -2.681 5.653 3.946 0.121
H -2.143 5.365 5.552 0.128
H -1.342 3.508 3.267 0.092
H -2.782 3.323 4.341 0.121
H -0.133 3.507 5.365 0.103
H -0.699 1.134 6.025 0.122
H 0.055 1.439 4.405 0.099
H -2.904 1.053 4.981 0.133
H -1.842 -0.262 4.658 0.116
H -1.397 0.461 1.239 0.071
H -1.186 -0.850 2.309 0.076
H -0.208 0.690 2.489 0.074
C -1.391 -2.666 0.411 -0.105
O -1.193 -3.764 1.286 -0.219
C -2.313 -4.123 2.091 -0.184
C -1.939 -5.443 2.779 -0.185
N -0.796 -5.359 3.693 -0.040
C -1.104 -4.693 4.962 -0.191
C 0.059 -4.797 5.928 -0.253
O -0.359 -4.480 7.236 -0.175
C 0.622 -4.732 8.196 -0.121
H -1.783 -1.760 0.885 0.050
H -2.160 -2.973 -0.306 0.100
H -0.423 -2.468 -0.046 0.075
H -3.130 -4.341 1.395 0.124
H -2.610 -3.341 2.793 0.121
H -1.575 -6.162 2.041 0.106
H -2.837 -5.858 3.238 0.123
H -0.190 -4.709 3.193 0.084
H -1.936 -5.178 5.475 0.132
H -1.310 -3.629 4.797 0.106
H 0.877 -4.125 5.634 0.087
H 0.496 -5.801 5.897 0.131
H 0.976 -5.770 8.149 0.090
H 0.272 -4.512 9.201 0.091
H 1.555 -4.184 8.002 0.086
C -1.505 -2.199 -4.922 -0.088
O -2.134 -1.930 -3.680 -0.172
C -2.105 -0.548 -3.380 -0.220
C -2.526 -0.276 -1.956 -0.204
N -3.919 -0.606 -1.679 -0.042
C -4.363 -0.042 -0.381 -0.188
C -5.787 -0.533 -0.137 -0.209
O -5.724 -1.951 0.102 -0.207
C -6.949 -2.475 0.557 -0.114
H -1.633 -3.243 -5.202 0.097
H -0.438 -1.970 -4.839 0.074
H -1.975 -1.592 -5.701 0.089
H -2.647 0.006 -4.151 0.121
H -1.065 -0.206 -3.331 0.097
H -2.423 0.782 -1.706 0.097
H -1.990 -0.886 -1.222 0.084
H -4.128 -1.584 -1.505 0.102
H -4.351 1.048 -0.425 0.108
H -3.765 -0.454 0.439 0.109
H -6.492 -0.400 -0.963 0.125
H -6.272 -0.010 0.693 0.120
H -6.843 -3.532 0.783 0.091
H -7.754 -2.325 -0.174 0.089
H -7.364 -1.922 1.407 0.087
C -0.457 3.191 0.462 -0.076
O -0.456 4.408 -0.308 -0.340
C -0.055 5.503 0.518 -0.220
C 0.089 6.788 -0.262 -0.208
N 1.300 6.808 -1.124 -0.168
C 1.484 8.189 -1.623 -0.182
C 2.736 8.314 -2.468 -0.210
O 3.874 8.205 -1.628 -0.193
C 5.119 8.157 -2.302 -0.084
H 0.419 3.120 1.111 0.103
H -0.500 2.317 -0.184 0.068
H -1.343 3.202 1.100 0.094
H 0.868 5.308 1.080 0.135
H -0.764 5.688 1.332 0.133
H 0.138 7.648 0.409 0.134
H -0.785 6.920 -0.907 0.129
H 2.017 6.632 -0.421 0.112
H 1.541 8.904 -0.800 0.138
H 0.591 8.298 -2.243 0.130
H 2.821 9.322 -2.881 0.140
H 2.741 7.515 -3.218 0.096
H 5.145 7.393 -3.086 0.068
H 5.926 7.973 -1.600 0.098
H 5.275 9.108 -2.820 0.099
C 3.520 -0.659 -4.709 -0.117
O 2.551 -1.519 -5.241 -0.176
C 2.520 -2.794 -4.615 -0.192
C 2.226 -2.653 -3.104 -0.214
N 1.987 -3.912 -2.385 -0.036
C 0.587 -4.318 -2.504 -0.191
C 0.198 -5.253 -1.361 -0.229
O 0.894 -6.447 -1.619 -0.161
C 0.585 -7.423 -0.642 -0.119
H 3.502 -0.630 -3.615 0.054
H 3.268 0.362 -4.992 0.065
H 4.531 -0.925 -5.030 0.101
H 3.450 -3.350 -4.759 0.130
H 1.700 -3.376 -5.036 0.117
H 1.436 -1.920 -2.937 0.105
H 3.149 -2.274 -2.656 0.096
H 2.593 -4.662 -2.693 0.121
H 0.404 -4.759 -3.490 0.122
H -0.095 -3.466 -2.436 0.101
H -0.895 -5.259 -1.280 0.130
H 0.562 -4.823 -0.420 0.085
H -0.477 -7.538 -0.407 0.103
H 1.052 -7.129 0.306 -0.009
H 0.949 -8.411 -0.915 0.106
C 1.024 -1.922 4.863 -0.086
O 1.039 -2.498 3.575 -0.182
C 1.883 -1.806 2.680 -0.212
C 2.175 -2.718 1.486 -0.198
N 3.326 -3.586 1.714 -0.055
C 3.513 -4.636 0.715 -0.175
C 2.556 -5.815 0.822 -0.234
O 2.728 -6.592 2.007 -0.158
C 1.778 -7.638 2.111 -0.111
H 0.572 -0.925 4.798 0.073
H 2.041 -1.781 5.245 0.104
H 0.458 -2.572 5.526 0.060
H 2.778 -1.394 3.156 0.125
H 1.376 -0.939 2.232 0.092
H 2.385 -2.102 0.607 0.104
H 1.300 -3.366 1.356 0.097
H 3.191 -4.063 2.601 0.111
H 4.536 -5.013 0.763 0.121
H 3.369 -4.164 -0.260 0.094
H 2.754 -6.408 -0.079 0.129
H 1.499 -5.530 0.851 0.088
H 1.911 -8.202 3.031 0.100
H 1.857 -8.312 1.254 0.085
H 0.771 -7.209 2.148 0.079
C -3.167 3.259 -2.366 -0.089
O -1.888 3.048 -2.955 -0.316
C -2.062 2.911 -4.406 -0.186
C -0.857 2.314 -5.122 -0.205
N 0.204 3.312 -5.338 -0.180
C 1.432 2.677 -5.838 -0.173
C 2.670 3.584 -5.705 -0.173
O 2.863 4.093 -4.371 -0.433
C 3.896 5.045 -4.281 -0.117
H -3.815 2.386 -2.430 0.095
H -3.643 4.198 -2.667 0.104
H -2.895 3.535 -1.343 0.089
H -2.262 3.916 -4.800 0.126
H -2.995 2.356 -4.503 0.125
H -1.161 1.744 -6.003 0.145
H -0.506 1.574 -4.396 0.098
H -0.207 3.808 -6.128 0.129
H 1.314 2.363 -6.877 0.145
H 1.627 1.781 -5.245 0.107
H 2.601 4.394 -6.440 0.135
H 3.616 3.095 -5.951 0.136
H 4.093 5.369 -3.257 0.081
H 3.529 5.943 -4.791 0.097
H 4.841 4.756 -4.744 0.113
```

Calculated values
- Total charge: +2
- E_HOMO: -11.50 eV
- Energy above the lowest of the compared OMol25 structures with the same formula, charge and spin: 59.41 kcal/mol
- Energy: -136859.5993 eV
- Strongest force on any atom: 2.58 eV/Å